Entry from the Open Molecules 2025 dataset: 7 unconnected molecules or ions with the total composition C4H22NO6 at a distorted geometry (ωB97M-V/def2-TZVPD).

Calculated values
LUMO level: -0.1050 hartree
E: -671.53657 Ha
Kohn-Sham gap: 0.3870 Ha
charge: +1
energy above the lowest of the compared OMol25 structures with the same formula, charge and spin: 24.7 kcal/mol
maximum force: 0.053 hartree/bohr

Each line ends with the natural charge from an NBO analysis.
Geometry (Å):
C1 -2.325 1.384 1.827  -0.6511
C2 -2.861 0.366 0.846  -0.4527
C3 -1.858 -0.799 0.734  0.1585
C4 -1.987 -1.846 1.531  -0.3766
N1 -0.644 -0.395 0.035  -0.7579
H1 -1.524 0.903 2.456  0.2127
H2 -2.070 2.368 1.418  0.2397
H3 -3.063 1.649 2.574  0.2445
H4 -3.833 -0.141 1.036  0.2406
H5 -3.008 0.734 -0.175  0.2175
H6 -2.928 -1.920 2.091  0.2258
H7 -1.494 -2.804 1.460  0.2270
H8 -0.581 -0.972 -0.808  0.4789
H9 0.250 -0.558 0.541  0.4754
H10 -0.680 0.590 -0.261  0.4504
H11 -0.746 -2.680 -3.074  0.4862
H12 0.687 -2.477 -2.457  0.5120
O1 -0.286 -2.300 -2.305  -1.0050
H13 2.103 -1.390 -1.219  0.4824
H14 1.662 -0.320 -2.274  0.4990
O2 1.809 -1.258 -2.135  -0.9617
H15 2.747 1.602 -2.695  0.4793
H16 3.376 1.427 -1.415  0.4781
O3 2.486 1.617 -1.755  -0.9500
H17 2.038 -2.068 1.599  0.4975
H18 1.851 -0.671 2.179  0.5226
O4 1.513 -1.268 1.478  -0.9946
H19 2.354 1.810 2.794  0.5013
H20 3.393 1.153 1.775  0.4929
O5 2.605 1.024 2.309  -0.9776
H21 -1.191 2.756 -2.335  0.4847
H22 0.184 3.178 -1.650  0.4915
O6 -0.732 2.921 -1.509  -0.9711



Entry from the Open Molecules 2025 dataset: C14H16BNO in the gas phase at a distorted geometry (ωB97M-V/def2-TZVPD).

Calculated values
LUMO level: 0.0236 hartree
SMILES string: NCCOB(c1ccccc1)c1ccccc1
E: -697.89854 Ha
Kohn-Sham gap: 0.3546 Ha
energy above the lowest of the compared OMol25 structures with the same formula, charge and spin: 34.7 kcal/mol
maximum force: 0.102 hartree/bohr

Each line ends with the natural charge from an NBO analysis.
Geometry (Å):
N1 -0.852 2.664 -2.333  -0.8152
C1 0.346 1.730 -2.473  -0.2572
C2 0.084 0.215 -2.795  -0.0709
O1 -0.748 -0.299 -1.792  -0.7223
B1 -0.376 -0.419 -0.457  1.0973
C3 -1.545 -0.167 0.631  -0.3575
C4 -2.477 -1.218 0.530  -0.2069
C5 -3.314 -1.507 1.553  -0.2010
C6 -3.304 -0.731 2.724  -0.2243
C7 -2.274 0.184 2.835  -0.1869
C8 -1.482 0.624 1.751  -0.2148
C9 1.122 -0.591 0.108  -0.3940
C10 1.752 -1.793 0.141  -0.1924
C11 3.104 -1.784 0.396  -0.1962
C12 3.764 -0.672 0.862  -0.2197
C13 3.132 0.549 0.871  -0.1891
C14 1.790 0.533 0.526  -0.2118
H1 -1.569 2.309 -2.981  0.3510
H2 -1.188 2.646 -1.452  0.3510
H3 0.999 2.156 -3.256  0.1915
H4 0.956 1.911 -1.616  0.1993
H5 -0.464 0.131 -3.772  0.1831
H6 0.991 -0.362 -2.903  0.1852
H7 -2.302 -1.836 -0.378  0.2115
H8 -4.128 -2.240 1.502  0.2106
H9 -4.076 -0.962 3.475  0.2206
H10 -2.174 0.718 3.785  0.2046
H11 -0.545 1.116 1.876  0.2139
H12 1.258 -2.643 -0.199  0.2078
H13 3.736 -2.595 0.168  0.2084
H14 4.842 -0.624 0.865  0.2083
H15 3.639 1.406 1.228  0.2122
H16 1.304 1.552 0.579  0.2039



Entry from the Open Molecules 2025 dataset: 2 unconnected molecules or ions with the total composition C26H32N3O3 at a distorted geometry (ωB97M-V/def2-TZVPD).

Calculated values
LUMO level: -0.1447 hartree
E: -1399.63254 Ha
Kohn-Sham gap: 0.2449 Ha
charge: +1
energy above the lowest of the compared OMol25 structures with the same formula, charge and spin: 35.7 kcal/mol
maximum force: 0.081 hartree/bohr

Each line ends with the natural charge from an NBO analysis.
Geometry (Å):
C1 0.863 2.703 3.657  -0.2528
O1 1.226 1.538 2.898  -0.5183
C2 2.394 1.522 2.218  0.3378
C3 3.176 2.644 1.889  -0.3114
C4 4.334 2.455 1.141  -0.1389
C5 4.737 1.191 0.706  -0.3188
C6 3.958 0.069 1.058  0.3337
O2 4.161 -1.200 0.622  -0.5048
C7 5.149 -1.412 -0.412  -0.2559
C8 2.819 0.247 1.834  0.0518
N1 1.997 -0.881 2.139  -0.2652
C9 0.667 -0.975 1.875  0.3533
C10 0.086 -0.175 0.817  0.4622
C11 -1.339 0.051 0.906  -0.3957
C12 -2.190 0.319 -0.126  -0.0434
C13 -3.617 0.056 0.009  -0.0405
C14 -4.487 0.139 -1.107  -0.1833
C15 -5.826 -0.218 -0.991  -0.2099
C16 -6.346 -0.606 0.260  -0.1669
C17 -5.512 -0.644 1.386  -0.2132
C18 -4.161 -0.319 1.267  -0.1962
O3 0.830 0.283 -0.082  -0.5411
N2 0.242 -2.138 2.416  -0.2713
C19 -1.089 -2.708 2.336  -0.4174
C20 1.309 -2.753 3.056  -0.0457
C21 2.398 -1.984 2.868  -0.0018
H1 -0.028 2.405 4.209  0.2069
H2 1.663 2.990 4.354  0.1951
H3 0.632 3.542 2.988  0.1925
H4 2.869 3.634 2.239  0.2356
H5 4.948 3.316 0.887  0.2331
H6 5.632 1.054 0.099  0.2367
H7 5.044 -2.462 -0.686  0.2115
H8 4.947 -0.768 -1.281  0.1944
H9 6.161 -1.213 -0.031  0.1898
H10 -1.682 -0.018 1.940  0.2019
H11 -1.898 0.836 -1.049  0.2932
H12 -4.070 0.486 -2.057  0.2264
H13 -6.476 -0.172 -1.869  0.2313
H14 -7.405 -0.853 0.362  0.2293
H15 -5.903 -0.910 2.372  0.2247
H16 -3.532 -0.339 2.152  0.1997
H17 -1.031 -3.784 2.539  0.2354
H18 -1.765 -2.261 3.078  0.2282
H19 -1.525 -2.559 1.341  0.2466
H20 1.214 -3.701 3.550  0.2503
H21 3.423 -2.101 3.165  0.2621
C22 0.188 2.277 -3.063  -0.6051
C23 0.219 0.775 -3.205  -0.0440
C24 0.022 0.316 -4.652  -0.4154
C25 -0.920 -0.899 -4.605  -0.4189
C26 -1.504 -0.948 -3.187  -0.2190
N3 -0.860 0.116 -2.406  -0.6648
H22 1.059 2.709 -3.568  0.2112
H23 -0.716 2.684 -3.531  0.2031
H24 0.210 2.596 -2.019  0.2119
H25 1.182 0.414 -2.801  0.1797
H26 -0.449 1.126 -5.218  0.2065
H27 0.993 0.091 -5.106  0.2206
H28 -1.714 -0.811 -5.353  0.2187
H29 -0.355 -1.819 -4.777  0.2097
H30 -2.584 -0.769 -3.183  0.1771
H31 -1.363 -1.923 -2.694  0.1806
H32 -0.405 -0.264 -1.579  0.3772



Entry from the Open Molecules 2025 dataset: H3NO2S in the gas phase at a distorted geometry (ωB97M-V/def2-TZVPD).

Calculated values
LUMO level: 0.0107 hartree
E: -605.08668 Ha
Kohn-Sham gap: 0.3645 Ha
energy above the lowest of the compared OMol25 structures with the same formula, charge and spin: 79.2 kcal/mol
maximum force: 0.055 hartree/bohr

Each line ends with the natural charge from an NBO analysis.
Geometry (Å):
N1 -1.443 0.291 0.070  -0.5023
O1 -0.495 -0.517 -0.478  -0.5455
O2 2.082 0.738 -0.043  -0.8646
S1 1.178 -0.401 0.243  1.1884
H1 -1.182 1.221 -0.350  0.3476
H2 -1.424 0.235 1.141  0.3386
H3 1.283 -1.566 -0.583  0.0378



Entry from the Open Molecules 2025 dataset: 6 unconnected molecules or ions with the total composition C25H45NO5 at a distorted geometry (ωB97M-V/def2-TZVPD).

Calculated values
LUMO level: 0.0322 hartree
SMILES string: c1ccncc1.C1CCOC1.C1CCOC1.C1CCOC1.C1CCOC1.C1CCOC1
E: -1410.33585 Ha
Kohn-Sham gap: 0.3629 Ha
energy above the lowest of the compared OMol25 structures with the same formula, charge and spin: 52.9 kcal/mol
maximum force: 0.088 hartree/bohr

Each line ends with the Löwdin charge.
Geometry (Å):
C1 17.964 15.781 16.093  -0.0403
C2 19.152 16.404 15.622  -0.0550
C3 20.124 16.781 16.555  -0.1603
N1 19.944 16.573 17.857  0.0651
C4 18.747 16.113 18.370  -0.1461
C5 17.779 15.707 17.528  -0.0956
H1 17.167 15.414 15.463  0.0810
H2 19.264 16.655 14.578  0.0947
H3 21.081 17.164 16.232  0.0933
H4 18.505 16.235 19.415  0.0967
H5 16.834 15.347 17.907  0.0927
C6 20.270 10.847 15.796  -0.1482
C7 19.761 12.226 15.853  -0.2074
C8 19.867 12.676 17.299  -0.1500
O1 20.723 11.677 17.990  -0.1473
C9 21.315 10.887 16.980  -0.1947
H6 20.673 10.648 14.803  0.1132
H7 19.445 10.137 15.853  0.1069
H8 18.733 12.248 15.491  0.0848
H9 20.125 12.913 15.090  0.1157
H10 18.905 12.617 17.809  0.1096
H11 20.264 13.672 17.489  0.0850
H12 21.501 9.866 17.312  0.0988
H13 22.281 11.275 16.655  0.1045
C10 22.489 5.432 18.491  -0.2062
C11 21.928 4.845 17.273  -0.1915
C12 21.037 5.963 16.695  -0.1744
O2 21.640 7.103 17.281  -0.1755
C13 22.852 6.799 17.977  -0.1939
H14 23.231 4.872 19.060  0.1213
H15 21.704 5.584 19.232  0.1224
H16 21.318 4.031 17.665  0.1119
H17 22.732 4.498 16.624  0.1183
H18 20.047 5.834 17.133  0.1146
H19 20.969 6.136 15.621  0.1183
H20 22.943 7.561 18.752  0.1197
H21 23.702 6.921 17.306  0.1196
C14 24.396 15.049 17.412  -0.1716
C15 25.082 15.389 16.153  -0.2001
C16 24.019 16.202 15.398  -0.1663
O3 22.739 15.571 15.758  -0.1885
C17 22.901 14.783 16.982  -0.1412
H22 24.493 15.763 18.230  0.1139
H23 24.815 14.125 17.809  0.1065
H24 25.535 14.564 15.602  0.1146
H25 25.940 16.049 16.280  0.1100
H26 24.250 16.237 14.334  0.1113
H27 23.971 17.240 15.730  0.1123
H28 22.695 13.735 16.768  0.1033
H29 22.252 15.225 17.738  0.0928
C18 19.991 14.100 23.434  -0.1564
C19 20.795 13.314 22.375  -0.1499
C20 20.864 14.192 21.139  -0.1897
O4 20.021 15.315 21.389  -0.1666
C21 19.749 15.477 22.769  -0.1951
H30 20.371 14.305 24.434  0.1023
H31 19.096 13.531 23.688  0.0967
H32 20.394 12.386 21.966  0.1072
H33 21.727 13.030 22.863  0.1061
H34 20.676 13.719 20.175  0.1076
H35 21.838 14.652 20.971  0.1125
H36 18.861 16.003 23.121  0.1194
H37 20.606 16.074 23.080  0.1100
C22 15.410 12.085 16.195  -0.1876
C23 15.182 12.533 14.854  -0.2184
C24 16.238 11.944 13.909  -0.1426
O5 16.821 10.897 14.733  -0.1530
C25 15.991 10.718 15.843  -0.2234
H38 14.508 12.070 16.806  0.1225
H39 16.107 12.705 16.759  0.1062
H40 15.382 13.603 14.799  0.1022
H41 14.161 12.331 14.531  0.1218
H42 17.019 12.637 13.597  0.1130
H43 15.756 11.483 13.047  0.1132
H44 16.618 10.387 16.671  0.1215
H45 15.194 9.998 15.656  0.1219



Entry from the Open Molecules 2025 dataset: 3 unconnected molecules or ions with the total composition C20H24BF9N4O5PS at a distorted geometry (ωB97M-V/def2-TZVPD).

Calculated values
LUMO level: -0.1402 hartree
E: -3034.29181 Ha
Kohn-Sham gap: 0.2899 Ha
charge: +1
maximum force: 0.107 hartree/bohr

Each line ends with the natural charge from an NBO analysis.
Geometry (Å):
C1 -2.380 -0.058 1.365  -0.4374
N1 -0.888 -0.439 1.325  -0.8515
C2 -0.871 -1.958 1.355  -0.4255
B1 -0.331 0.111 0.026  1.4154
O1 -1.069 -0.202 -1.240  -0.9599
N2 0.918 1.016 -0.083  -0.9872
C3 1.999 0.445 -0.974  -0.2751
C4 2.898 -0.750 -0.303  -0.5213
C5 2.726 -2.224 -1.073  0.6735
F1 3.432 -2.267 -2.386  -0.3237
F2 1.301 -2.560 -1.353  -0.3547
C6 3.357 -3.332 0.009  0.6054
F3 4.634 -2.724 0.534  -0.3242
F4 2.435 -3.491 1.184  -0.3093
C7 3.782 -4.753 -0.690  0.5811
F5 4.235 -5.668 0.424  -0.3032
F6 4.981 -4.646 -1.599  -0.2900
C8 2.534 -5.550 -1.427  0.9361
F7 2.301 -5.028 -2.795  -0.3077
F8 2.919 -6.994 -1.493  -0.2961
F9 1.272 -5.500 -0.626  -0.3100
P1 1.508 1.584 1.521  0.8644
S1 0.241 2.728 2.454  -0.3771
H1 -2.600 0.888 0.698  0.2162
H2 -2.745 0.213 2.463  0.2461
H3 -3.055 -0.940 0.936  0.2214
H4 -1.766 -2.397 1.981  0.2503
H5 0.152 -2.268 1.882  0.2109
H6 -0.910 -2.355 0.252  0.1870
H7 -0.837 -1.119 -1.571  0.5343
H8 0.564 1.892 -0.574  0.4911
H9 1.449 -0.038 -1.912  0.2801
H10 2.648 1.341 -1.404  0.2678
H11 4.040 -0.448 -0.478  0.3023
H12 2.682 -0.965 0.827  0.2723
H13 2.859 2.146 1.424  0.0469
H14 1.668 0.384 2.353  0.0442
C9 -0.750 -3.612 -6.993  -0.1681
C10 -1.741 -2.677 -7.295  -0.2065
C11 -2.544 -2.156 -6.278  -0.2009
C12 -2.342 -2.577 -4.957  0.0786
C13 -1.352 -3.521 -4.652  -0.2158
C14 -0.557 -4.037 -5.677  -0.2127
N3 -3.166 -2.014 -3.880  0.5049
O2 -4.044 -1.195 -4.193  -0.3518
O3 -2.935 -2.386 -2.721  -0.4098
H15 -0.122 -4.011 -7.788  0.2284
H16 -1.886 -2.351 -8.323  0.2326
H17 -3.313 -1.428 -6.530  0.2542
H18 -1.188 -3.860 -3.631  0.2416
H19 0.216 -4.768 -5.451  0.2284
C15 -1.543 8.799 5.547  -0.1682
C16 -0.816 8.126 6.530  -0.2089
C17 -0.751 6.732 6.521  -0.1791
C18 -1.419 6.018 5.517  0.0151
C19 -2.156 6.690 4.533  -0.1834
C20 -2.216 8.085 4.554  -0.2112
N4 -1.334 4.553 5.487  0.5187
O4 -0.687 3.993 6.386  -0.3666
O5 -1.910 3.959 4.564  -0.3949
H20 -1.586 9.887 5.555  0.2265
H21 -0.295 8.690 7.302  0.2300
H22 -0.180 6.222 7.294  0.2518
H23 -2.683 6.149 3.751  0.2470
H24 -2.783 8.617 3.793  0.2279



What is the formula in the second record?
C14H16BNO



Which formula does entry 2 have?
C14H16BNO